# 1
This record from the OMol25 dataset describes an isolated ion of composition C2H5ClNS and charge +1 in a non-equilibrium geometry. The level of theory is ωB97M-V/def2-TZVPD.

E_tot: -26994.47276 eV
Max |F|: 4.92 eV Å⁻¹
SMILES string: [NH3+]CC(=S)Cl
Frontier orbital gap: 9.18 eV
Charge: +1
Highest occupied orbital energy: -14.5 eV

Element x y z (Å)
N: -1.131 -0.421 -0.100
C: -0.147 0.712 -0.001
C: 1.329 -0.026 0.308
S: 1.391 -1.677 0.285
Cl: 2.561 1.010 0.123
H: -2.064 -0.163 0.196
H: -0.600 -1.313 0.412
H: -1.256 -0.766 -1.037
H: 0.178 1.259 -0.973
H: -0.260 1.384 0.787

Charges per atom according to natural (NBO) partitioning, unit e: -0.735 -0.294 -0.223 0.165 0.234 0.450 0.434 0.442 0.273 0.254


# 2
This record from the OMol25 dataset describes one molecule with the formula C3H5FO in a non-equilibrium geometry. The level of theory is ωB97M-V/def2-TZVPD.

E_tot: -7954.85644 eV
Max |F|: 2.66 eV Å⁻¹
SMILES string: CO/C=C\F
Frontier orbital gap: 9.89 eV
Charge: 0
Highest occupied orbital energy: -8.9 eV

Element x y z (Å)
C: 1.574 0.327 0.043
O: 0.159 0.661 0.331
C: -0.736 -0.146 -0.330
C: -1.917 -0.303 0.189
F: -2.267 0.201 1.329
H: 2.049 -0.704 0.348
H: 2.212 0.969 0.607
H: 1.861 0.521 -1.023
H: -0.313 -0.693 -1.139
H: -2.623 -0.833 -0.356

Charges per atom according to natural (NBO) partitioning, unit e: -0.278 -0.510 0.026 0.166 -0.305 0.183 0.200 0.179 0.183 0.156


# 3
This record from the OMol25 dataset describes C31H73GaN7O8 as an isolated structure in a non-equilibrium geometry. The level of theory is ωB97M-V/def2-TZVPD.

E_tot: -112511.43901 eV
Max |F|: 3.36 eV Å⁻¹
Frontier orbital gap: 5.42 eV
Charge: -1
Highest occupied orbital energy: -3.8 eV

Element x y z (Å)
C: 7.941 -2.008 -0.968
O: 6.639 -2.330 -1.621
C: 6.468 -1.217 -2.597
C: 4.948 -1.180 -3.271
C: 4.424 0.348 -3.567
C: 2.768 0.318 -3.331
C: 2.543 0.562 -1.724
C: 0.980 0.741 -1.262
C: 0.173 -0.658 -0.981
C: 0.576 -1.905 -1.965
C: -0.379 -3.234 -1.689
Ga: 0.414 -4.766 -2.869
H: 8.594 -1.308 -1.642
H: 8.587 -2.952 -0.718
H: 7.776 -1.437 0.063
H: 7.285 -1.416 -3.438
H: 6.605 -0.146 -2.091
H: 4.953 -1.786 -4.289
H: 4.210 -1.765 -2.538
H: 4.856 1.126 -2.785
H: 4.641 0.742 -4.651
H: 2.405 -0.720 -3.732
H: 2.234 1.142 -4.005
H: 3.139 -0.264 -1.103
H: 3.089 1.593 -1.469
H: 0.395 1.440 -2.033
H: 0.956 1.349 -0.236
H: -0.979 -0.429 -1.189
H: 0.361 -0.961 0.158
H: 1.736 -2.167 -1.968
H: 0.339 -1.545 -3.076
H: -0.327 -3.620 -0.571
H: -1.467 -2.935 -2.002
H: 1.475 -5.692 -2.057
H: 1.091 -4.023 -4.140
H: -0.763 -5.716 -3.460
C: -3.285 -2.063 0.456
O: -2.602 -1.673 -0.483
N: -4.538 -2.629 0.352
C: -5.283 -3.066 1.514
C: -5.128 -2.794 -0.961
H: -2.931 -1.985 1.497
H: -5.484 -4.137 1.423
H: -6.228 -2.517 1.554
H: -4.722 -2.883 2.434
H: -4.473 -3.426 -1.569
H: -5.214 -1.813 -1.438
H: -6.117 -3.254 -0.884
C: -9.593 -3.471 0.499
O: -8.539 -3.209 1.066
N: -9.730 -3.746 -0.845
C: -11.015 -4.047 -1.441
C: -8.553 -3.735 -1.689
H: -10.548 -3.506 1.047
H: -10.974 -5.045 -1.887
H: -11.227 -3.306 -2.217
H: -11.812 -4.021 -0.693
H: -7.839 -4.475 -1.314
H: -8.092 -2.745 -1.643
H: -8.818 -3.971 -2.724
C: -4.256 0.997 -4.864
O: -4.915 -0.020 -5.044
N: -3.128 1.089 -4.076
C: -2.404 2.332 -3.913
C: -2.651 -0.093 -3.390
H: -4.531 1.953 -5.339
H: -1.377 2.192 -4.265
H: -2.396 2.601 -2.853
H: -2.871 3.139 -4.485
H: -2.425 -0.867 -4.129
H: -3.439 -0.461 -2.725
H: -1.754 0.133 -2.808
C: -2.640 -3.917 4.746
O: -2.988 -4.177 3.601
N: -2.161 -2.700 5.179
C: -1.770 -2.472 6.555
C: -2.043 -1.612 4.230
H: -2.689 -4.672 5.547
H: -2.382 -1.665 6.967
H: -0.715 -2.183 6.580
H: -1.910 -3.373 7.159
H: -3.030 -1.401 3.807
H: -1.372 -1.917 3.422
H: -1.651 -0.715 4.717
C: 9.126 -2.095 5.390
O: 9.636 -1.391 6.252
N: 8.994 -1.759 4.059
C: 8.376 -2.649 3.098
C: 9.489 -0.476 3.605
H: 8.717 -3.091 5.626
H: 9.103 -2.884 2.315
H: 7.509 -2.148 2.658
H: 8.050 -3.578 3.575
H: 10.561 -0.414 3.815
H: 8.976 0.318 4.156
H: 9.315 -0.352 2.533
C: -1.321 4.159 0.016
O: -1.048 4.036 -1.171
N: -0.418 4.447 1.018
C: -0.822 4.578 2.403
C: 0.978 4.625 0.677
H: -2.353 4.044 0.385
H: -0.568 5.583 2.752
H: -0.284 3.835 2.999
H: -1.898 4.419 2.516
H: 1.067 5.449 -0.039
H: 1.349 3.709 0.207
H: 1.569 4.847 1.569
C: 2.646 7.830 0.823
O: 2.459 6.775 1.416
N: 1.877 8.967 0.953
C: 2.165 10.179 0.214
C: 0.746 8.951 1.857
H: 3.478 7.951 0.111
H: 2.354 10.989 0.924
H: 1.299 10.428 -0.406
H: 3.041 10.051 -0.427
H: 1.101 8.725 2.867
H: 0.051 8.167 1.544
H: 0.235 9.918 1.855

Here are the Mulliken charges for atoms 1 to 99, given in e: -0.477 -0.379 -0.483 -0.130 -0.674 -0.112 -0.564 0.200 0.001 -0.283 -0.044 0.168 0.306 0.245 0.093 0.241 0.265 0.334 -0.004 0.280 0.303 0.126 0.253 0.131 0.239 -0.119 -0.094 -0.206 0.335 -0.174 0.037 0.218 -0.094 -0.303 -0.256 -0.311 0.123 -0.283 0.234 -0.644 -0.288 -0.097 0.232 0.354 0.070 0.351 0.240 -0.357 0.079 -0.530 0.157 -0.931 -0.966 0.235 0.325 0.328 0.296 0.257 0.334 0.386 0.051 -0.591 0.250 -0.884 0.030 0.244 0.223 0.360 0.311 0.316 0.014 -0.398 0.070 -0.508 0.161 -0.941 -0.911 0.267 0.331 0.334 0.285 0.223 0.330 0.406 0.108 -0.584 0.100 -0.822 -0.895 0.265 0.317 0.304 0.307 0.292 0.295 0.321 0.048 -0.590 0.360


# 4
This record from the OMol25 dataset describes a 3-piece molecular cluster, C5H13NO2 overall in a non-equilibrium geometry. The level of theory is ωB97M-V/def2-TZVPD.

E_tot: -10979.77629 eV
Max |F|: 1.95 eV Å⁻¹
SMILES string: [H]/N=C(C)\C=C\C.O.O
Frontier orbital gap: 10.17 eV
Charge: 0
Highest occupied orbital energy: -9.7 eV

Element x y z (Å)
H: 0.877 -0.204 -2.448
N: 0.206 -0.693 -1.858
C: -0.208 0.037 -0.881
C: -1.573 -0.312 -0.385
C: 0.648 1.145 -0.415
C: 0.221 2.091 0.406
C: 1.105 3.113 1.035
H: -1.751 -1.380 -0.460
H: -1.761 -0.033 0.653
H: -2.331 0.269 -0.910
H: 1.699 0.983 -0.566
H: -0.839 2.252 0.572
H: 2.153 2.835 1.046
H: 0.701 3.470 1.972
H: 0.982 4.059 0.484
O: -0.346 -3.765 -1.866
H: -0.081 -2.833 -1.919
H: 0.481 -4.227 -1.687
O: -0.384 -2.497 2.403
H: -0.004 -2.022 1.686
H: 0.205 -2.288 3.137

Charges per atom according to natural (NBO) partitioning, unit e: 0.340 -0.680 0.297 -0.683 -0.305 -0.097 -0.658 0.258 0.214 0.238 0.209 0.200 0.221 0.227 0.229 -0.961 0.491 0.459 -0.927 0.464 0.464


# 5
This record from the OMol25 dataset describes a 2-piece molecular cluster, C5H9IN3 overall in a non-equilibrium geometry. The level of theory is ωB97M-V/def2-TZVPD.

E_tot: -17889.75039 eV
Max |F|: 4.65 eV Å⁻¹
Frontier orbital gap: 8.19 eV
Charge: +1
Highest occupied orbital energy: -12.7 eV

Element x y z (Å)
C: -2.822 -2.044 -0.927
C: -2.224 -1.431 -0.090
C: -0.880 -0.266 1.509
C: 1.304 0.515 -2.312
C: 1.370 0.229 2.235
N: -1.566 -0.977 0.883
N: 0.054 0.578 -1.404
N: -0.148 0.338 2.356
I: -0.445 2.433 -0.416
H: -3.295 -2.635 -1.646
H: 1.330 -0.415 -2.829
H: 1.307 1.271 -2.990
H: 2.219 0.511 -1.728
H: 1.520 0.497 1.207
H: 1.671 -0.797 2.313
H: 1.782 0.618 3.071
H: -0.763 0.425 -1.974
H: -0.413 1.150 2.743

Charges per atom according to natural (NBO) partitioning, unit e: -0.056 0.089 0.796 -0.409 -0.394 -0.311 -0.775 -0.553 0.223 0.260 0.221 0.197 0.202 0.235 0.228 0.241 0.367 0.438


# 6
This record from the OMol25 dataset describes an isolated ion of composition C6H5N4O3 and charge +1 in a non-equilibrium geometry. The level of theory is ωB97M-V/def2-TZVPD.

E_tot: -18384.67766 eV
Max |F|: 3.50 eV Å⁻¹
Frontier orbital gap (alpha / beta): 7.01 / 7.00 eV
Charge: +1
Highest occupied orbital energy (alpha / beta): -13.3 / -13.3 eV

Element x y z (Å)
C: 0.164 -2.315 -0.209
C: 1.182 -1.914 0.571
C: -1.100 -0.537 -0.740
C: 0.925 0.404 0.666
C: -1.506 0.652 -1.244
C: -1.181 1.931 -0.761
N: -1.116 -1.718 -0.273
N: 1.377 -0.673 1.266
N: -0.264 2.354 0.040
N: 1.086 1.645 0.527
O: -2.111 -2.363 0.053
O: 1.805 -0.674 2.444
O: 2.149 2.249 0.383
H: 0.188 -3.366 -0.645
H: 2.158 -2.497 0.801
H: -1.982 0.702 -2.134
H: -1.711 2.814 -1.053
H: -0.062 3.305 0.307

Charges per atom according to natural (NBO) partitioning, unit e: -0.047 -0.011 0.412 0.262 -0.370 0.238 0.042 0.093 -0.341 0.226 -0.394 -0.342 -0.330 0.290 0.291 0.271 0.260 0.448


Among the records above, which one has the highest max |F|?
C2H5ClNS


Which of these has the highest max |F|?
C2H5ClNS


Which formula does entry 4 have?
C5H13NO2


Which of these has the lowest charge?
C31H73GaN7O8